No. 1
A molecular structure, C48H55KN8O4S, computed with the ωB97M-V functional and the def2-TZVPD basis.

Computed properties:
Total charge ... -2
Orbital gap ... 4.1 eV
ΔE to the lowest compared entry with this formula, charge and spin ... 2.833 eV
DFT total energy ... -3599.329798 a.u.

Element x y z (Å)
K1 0.6703 -0.1971 -0.2331
C1 5.3097 -1.3436 -3.4286
C2 4.5509 -2.3001 -2.5080
C3 5.4201 -3.5239 -2.2059
C4 3.2020 -2.7301 -3.0599
C5 3.0922 -3.1121 -4.3928
C6 1.8839 -3.5278 -4.9288
C7 0.7698 -3.5878 -4.1095
C8 0.8344 -3.2205 -2.7696
C9 -0.3850 -3.4292 -1.8871
C10 -1.6663 -2.8058 -2.4312
C11 -0.5666 -4.9340 -1.6576
C12 2.0538 -2.7566 -2.2398
N1 2.0661 -2.1827 -0.9540
C13 2.6375 -2.7957 0.0539
O1 3.1846 -3.9152 0.1267
C14 2.6910 -1.9821 1.3667
C15 3.9160 -1.9340 2.0368
C16 4.0145 -1.2427 3.2258
C17 2.8727 -0.6750 3.7789
C18 1.6934 -0.7957 3.0715
N2 1.6044 -1.3930 1.8795
C19 0.3981 -0.4100 3.7933
O2 0.4070 -0.3994 5.0065
N3 -0.7819 -0.3274 3.0691
C20 -1.9716 -0.8550 3.6913
C21 -2.1905 -2.2278 3.5802
C22 -3.3332 -2.7521 4.1752
C23 -4.2350 -1.9241 4.8242
C24 -4.0022 -0.5617 4.9000
C25 -2.8564 0.0017 4.3448
C26 -2.6243 1.4961 4.4196
C27 -2.7026 2.0091 5.8563
C28 -3.5889 2.2456 3.4978
C29 -1.1908 -3.1135 2.8649
C30 -1.8511 -4.2006 2.0242
C31 -0.1981 -3.7249 3.8551
H1 6.2306 -1.0119 -2.9425
H2 4.7256 -0.4573 -3.6813
H3 5.5986 -1.8285 -4.3647
H4 4.3526 -1.7747 -1.5705
H5 5.6361 -4.0630 -3.1348
H6 4.9135 -4.1947 -1.5143
H7 6.3764 -3.2178 -1.7699
H8 3.9727 -3.0791 -5.0248
H9 1.8134 -3.8028 -5.9747
H10 -0.1759 -3.9285 -4.5164
H11 -0.1644 -2.9788 -0.9171
H12 -1.9102 -3.1891 -3.4258
H13 -1.5971 -1.7215 -2.5203
H14 -2.5059 -3.0433 -1.7729
H15 -0.7487 -5.4435 -2.6087
H16 -1.4215 -5.1304 -1.0068
H17 0.3271 -5.3725 -1.2093
H18 4.7562 -2.4543 1.5979
H19 4.9639 -1.1651 3.7421
H20 2.8813 -0.1807 4.7388
H21 -3.5245 -3.8161 4.1116
H22 -5.1304 -2.3443 5.2678
H23 -4.7183 0.0842 5.3942
H24 -1.6155 1.7047 4.0659
H25 -3.7010 1.8684 6.2805
H26 -2.4833 3.0786 5.8791
H27 -1.9858 1.4949 6.4978
H28 -4.6237 2.1195 3.8323
H29 -3.5111 1.8857 2.4713
H30 -3.3520 3.3105 3.4834
H31 -0.6209 -2.4759 2.1868
H32 -2.3726 -4.9371 2.6419
H33 -1.0898 -4.7357 1.4557
H34 -2.5680 -3.7780 1.3177
H35 -0.7134 -4.4005 4.5456
H36 0.2996 -2.9612 4.4558
H37 0.5693 -4.2937 3.3259
S1 0.0032 1.9068 1.8072
C32 -0.8829 3.0087 0.5439
N4 -1.2045 4.0689 1.2900
N5 -1.7399 5.0560 0.4462
C33 -2.1675 6.2258 0.9450
C34 -2.7148 7.2180 0.0977
C35 -3.1588 8.4198 0.6074
C36 -3.0878 8.7051 1.9710
C37 -2.5504 7.7309 2.8073
C38 -2.0955 6.5161 2.3273
N6 -1.0557 2.8139 -0.7101
N7 -0.5403 1.6820 -1.3564
C39 -0.9186 1.5937 -2.6250
C40 -1.7685 2.5080 -3.3369
C41 -2.1029 2.2983 -4.6596
C42 -1.6518 1.2008 -5.3941
C43 -0.8170 0.2956 -4.7252
C44 -0.4469 0.4799 -3.4153
H38 -1.7750 4.8215 -0.5377
H39 -2.7834 7.0198 -0.9665
H40 -3.5729 9.1535 -0.0773
H41 -3.4374 9.6519 2.3625
H42 -2.4797 7.9195 3.8743
H43 -1.6768 5.7660 2.9814
H44 -2.1589 3.3603 -2.8000
H45 -2.7556 3.0232 -5.1417
H46 -1.9387 1.0519 -6.4273
H47 -0.4328 -0.5766 -5.2498
H48 0.2435 -0.2333 -2.9653
O3 -1.9638 0.2273 1.2025
C45 -1.0340 0.5009 1.9192
C46 2.5106 1.1306 -4.7347
N8 2.5144 1.7774 -3.4430
C47 2.0144 3.1350 -3.3633
C48 2.7591 1.0789 -2.3183
O4 2.7934 1.5429 -1.1898
H49 3.3182 1.5177 -5.3665
H50 1.5525 1.2911 -5.2310
H51 2.6460 0.0551 -4.6098
H52 2.6807 3.8259 -3.8890
H53 1.9356 3.4153 -2.3161
H54 1.0156 3.1765 -3.8068
H55 2.9143 0.0013 -2.5002

Results of the Löwdin charge analysis, in e, for atoms 1 through 99: 0.703, -0.073, -0.372, -0.065, -0.145, -0.060, -0.098, -0.055, -0.138, -0.367, -0.049, -0.064, -0.170, 0.005, -0.530, -0.021, -0.163, 0.001, -0.047, -0.003, -0.202, 0.103, -0.392, 0.103, 0.018, -0.100, -0.112, -0.036, -0.080, -0.035, -0.114, -0.363, -0.063, -0.044, -0.357, -0.065, -0.043, 0.076, 0.053, 0.067, 0.123, 0.074, 0.063, 0.071, 0.098, 0.088, 0.103, 0.112, 0.072, 0.066, 0.076, 0.073, 0.060, 0.084, 0.115, 0.102, 0.114, 0.101, 0.094, 0.105, 0.102, 0.065, 0.078, 0.079, 0.076, 0.077, 0.074, 0.113, 0.067, 0.071, 0.087, 0.081, 0.070, 0.083, 1.016, -0.640, -0.071, -0.017, -0.274, -0.059, -0.149, -0.164, -0.140, -0.052, -0.023, -0.118, -0.352, -0.070, -0.162, -0.173, -0.166, -0.105, 0.108, 0.097, 0.084, 0.071, 0.086, 0.080, 0.066

---

No. 2
6 unconnected molecules or ions with the total composition C24H56F2O15PS, computed with the ωB97M-V functional and the def2-TZVPD basis.

Computed properties:
Total charge ... +1
Orbital gap ... 3.1 eV
ΔE to the lowest compared entry with this formula, charge and spin ... 7.711 eV
DFT total energy ... -3015.122041 a.u.

Element x y z (Å)
C1 2.2415 2.9811 -5.2236
C2 3.4028 1.8560 -4.8923
O1 4.7260 2.0712 -4.9195
O2 2.9354 0.4755 -4.5800
C3 3.5469 0.0405 -3.3068
O3 4.7315 -0.6114 -3.3099
C4 2.8097 0.3229 -1.8527
P1 2.8683 2.1724 -1.3811
F1 4.5325 2.7125 -1.4589
S1 2.0620 2.6470 0.5469
O4 0.5669 2.2998 0.7424
O5 2.8792 1.9133 1.6760
F2 2.2472 4.3423 0.8911
H1 1.8603 2.8071 -6.3226
H2 1.3236 2.7155 -4.5178
H3 2.6847 4.0521 -5.0299
H4 3.4552 -0.2550 -1.0469
H5 1.7043 -0.1110 -1.9014
H6 2.1217 2.9106 -2.3673
C5 -0.9390 -1.3789 -9.4483
O6 -0.1084 -2.1475 -8.5857
C6 1.2472 -1.6884 -8.5898
C7 1.5654 -0.8887 -7.3234
O7 0.8688 0.3611 -7.3115
C8 -0.2557 0.3428 -6.4382
H7 -1.9781 -1.6722 -9.2750
H8 -0.8429 -0.3072 -9.2500
H9 -0.6862 -1.5862 -10.4900
H10 1.4615 -1.1003 -9.4903
H11 1.8826 -2.5797 -8.6116
H12 2.6352 -0.6544 -7.3157
H13 1.3426 -1.4726 -6.4221
H14 0.0845 0.3236 -5.3975
H15 -0.9023 -0.5174 -6.6330
H16 -0.8313 1.2571 -6.6006
C9 -3.1727 5.1163 -0.3214
O8 -4.0463 4.1170 -0.8342
C10 -4.0515 4.0859 -2.2651
C11 -3.2365 2.9037 -2.7967
O9 -1.8392 3.0838 -2.5468
C12 -1.3801 2.2901 -1.4575
H17 -3.0912 4.9784 0.7604
H18 -2.1723 5.0389 -0.7576
H19 -3.5858 6.1077 -0.5174
H20 -3.6877 5.0330 -2.6813
H21 -5.0942 3.9615 -2.5747
H22 -3.3593 2.8533 -3.8839
H23 -3.5937 1.9568 -2.3739
H24 -1.3700 1.2342 -1.7477
H25 -2.0049 2.4248 -0.5701
H26 -0.3593 2.5957 -1.2163
C13 -7.9935 3.3912 4.1006
O10 -6.6238 3.0206 3.9942
C14 -6.4607 1.6929 3.4854
C15 -6.0280 1.7115 2.0167
O11 -7.0817 2.1847 1.1723
C16 -6.8724 3.5288 0.7516
H27 -8.0431 4.4581 4.3349
H28 -8.5319 3.2159 3.1644
H29 -8.4681 2.8330 4.9101
H30 -7.3767 1.1047 3.6178
H31 -5.6703 1.2219 4.0787
H32 -5.8078 0.6856 1.7026
H33 -5.1171 2.3072 1.8817
H34 -6.0451 3.5676 0.0352
H35 -6.6605 4.1872 1.5988
H36 -7.7806 3.8786 0.2553
C17 2.1199 -2.3714 2.4271
O12 3.1995 -1.5777 1.9483
C18 3.7233 -0.7106 2.9594
C19 5.0476 -1.2426 3.5141
O13 4.8475 -2.4373 4.2757
C20 5.2331 -3.6048 3.5577
H37 1.8783 -3.1175 1.6650
H38 2.3828 -2.8926 3.3524
H39 1.2419 -1.7439 2.5928
H40 2.9937 -0.5570 3.7635
H41 3.9058 0.2575 2.4819
H42 5.4660 -0.4974 4.1990
H43 5.7750 -1.4054 2.7094
H44 6.3237 -3.6386 3.4649
H45 4.7753 -3.6362 2.5650
H46 4.9035 -4.4798 4.1228
C21 2.9180 -6.7422 8.3577
O14 2.4727 -5.3908 8.3698
C22 3.1537 -4.5882 7.4000
C23 2.2668 -4.3204 6.1809
O15 2.0527 -5.5155 5.4237
C24 0.7584 -6.0672 5.6424
H47 2.2521 -7.3285 8.9969
H48 2.8926 -7.1654 7.3490
H49 3.9315 -6.8035 8.7591
H50 4.1024 -5.0505 7.1020
H51 3.3828 -3.6336 7.8845
H52 2.7822 -3.6155 5.5199
H53 1.3138 -3.8666 6.4788
H54 0.0005 -5.4284 5.1769
H55 0.5441 -6.1798 6.7090
H56 0.7213 -7.0526 5.1721

In the Löwdin picture, each atom carries the following charge in e: 0.006, -0.270, 0.042, -0.027, -0.251, 0.091, -0.135, 1.077, -0.195, 0.763, -0.282, -0.304, -0.212, 0.120, 0.087, 0.118, 0.151, 0.162, 0.065, -0.106, -0.192, -0.186, -0.198, -0.212, -0.112, 0.092, 0.082, 0.090, 0.129, 0.127, 0.121, 0.124, 0.067, 0.091, 0.092, -0.095, -0.223, -0.180, -0.182, -0.202, -0.122, 0.094, 0.079, 0.093, 0.129, 0.129, 0.126, 0.130, 0.092, 0.095, 0.026, -0.109, -0.197, -0.195, -0.196, -0.191, -0.100, 0.090, 0.084, 0.087, 0.126, 0.121, 0.120, 0.119, 0.063, 0.087, 0.092, -0.095, -0.212, -0.200, -0.184, -0.200, -0.096, 0.093, 0.074, 0.087, 0.134, 0.080, 0.128, 0.126, 0.092, 0.085, 0.089, -0.109, -0.193, -0.189, -0.196, -0.204, -0.108, 0.091, 0.083, 0.087, 0.124, 0.125, 0.094, 0.127, 0.085, 0.086, 0.090

---

No. 3
A single C2H3N3S3 molecule, computed with the ωB97M-V functional and the def2-TZVPD basis.

Computed properties:
Orbital gap ... 8.4 eV
ΔE to the lowest compared entry with this formula, charge and spin ... 0.000 eV
DFT total energy ... -1436.784658 a.u.

Element x y z (Å)
H1 1.4374 -2.3923 1.2311
N1 0.7858 -2.4851 0.4639
C1 0.5489 -1.3052 0.0806
N2 0.9152 -0.1200 0.7521
S1 1.0525 1.4121 0.1115
C2 -0.5632 1.6244 -0.5449
S2 -1.0367 3.2352 -0.7161
N3 -1.2388 0.5910 -0.9349
S3 -0.4298 -0.9473 -1.4053
H2 0.8585 -0.3103 1.8312
H3 -2.3296 0.6975 -0.8692

In the Löwdin picture, each atom carries the following charge in e: 0.049, 0.081, -0.794, -0.419, 0.906, -1.290, 0.539, -0.362, 0.967, 0.158, 0.165